Run 1
C5H9N3 as an isolated structure. Source: the Open Molecules 2025 dataset; level of theory: ωB97M-V/def2-TZVPD.

## Properties
HOMO level ... -0.3373 Eh
M ... 111.15 g/mol
Gap between HOMO and LUMO ... 8.7 eV

Each line ends with the Mulliken charge.
Cartesian coordinates (Å):
C (0.02897, 0.26111, 1.19018)  -0.817
C (0.52943, -2.18028, 0.46276)  -0.825
C (0.88090, 1.26873, -1.23839)  -0.935
N (-0.13696, -0.90507, 0.28737)  0.148
C (-0.54077, 1.21822, 0.15860)  0.564
N (-1.32682, 2.19287, 0.35043)  -0.654
C (-1.30558, -0.60352, -0.44542)  0.286
N (-2.27735, -0.99978, -0.99132)  -0.581
H (-1.62506, 2.61541, -0.53273)  0.298
H (-0.63160, 0.19254, 2.06155)  0.301
H (1.05898, 0.45339, 1.49365)  0.374
H (0.49210, -2.72733, -0.48233)  0.311
H (1.56844, -2.02114, 0.76032)  0.285
H (0.78885, 2.33622, -1.40668)  0.390
H (0.66544, 0.71401, -2.14464)  0.268
H (1.80210, 0.96784, -0.75175)  0.273
H (0.02892, -2.78320, 1.22840)  0.313



Run 2
C5H9N3 as an isolated structure. Source: the Open Molecules 2025 dataset; level of theory: ωB97M-V/def2-TZVPD.

## Properties
HOMO level ... -0.2887 Eh
M ... 111.15 g/mol
Gap between HOMO and LUMO ... 7.5 eV

Each line ends with the Mulliken charge.
Cartesian coordinates (Å):
C (-1.10641, -0.80905, 1.27746)  -0.691
C (-1.19260, -0.21660, -0.18718)  0.446
C (-1.86034, 0.96432, -0.66217)  -1.183
C (0.86758, -1.39789, -0.73249)  0.059
C (1.22633, 1.61432, -0.08313)  -0.155
H (-0.19144, 0.09446, 1.62814)  0.202
H (-0.57353, -2.02955, 1.06501)  0.235
H (-2.20064, -0.77838, 2.01731)  0.307
H (-2.35741, 1.41954, 0.06521)  0.428
H (-1.93749, 1.24072, -1.77401)  0.348
H (1.11421, -2.54685, -1.20195)  0.256
H (3.10892, -0.82107, -0.48358)  0.376
H (1.58515, 2.58927, 0.44480)  0.295
H (0.04128, 1.74463, -0.72298)  0.185
N (-0.34918, -0.92736, -1.00000)  -0.431
N (1.71925, -0.79847, 0.07502)  -0.263
N (2.10634, 0.65796, 0.27455)  -0.413



Run 3
A 2-piece molecular cluster, C5H9N3 overall. Source: the Open Molecules 2025 dataset; level of theory: ωB97M-V/def2-TZVPD.

## Properties
HOMO level ... -0.3437 Eh
M ... 111.15 g/mol
SMILES ... C=C(C)n1ccnn1.[H][H]
Gap between HOMO and LUMO ... 9.6 eV

Each line ends with the Mulliken charge.
Cartesian coordinates (Å):
C (1.00427, 0.65781, -0.46888)  -1.129
C (-0.05058, -0.20192, -0.29800)  0.733
C (-0.24076, -1.46336, -1.03497)  -0.806
N (-1.14811, 0.24220, 0.38771)  0.611
C (-1.33347, 1.58745, 0.57967)  -0.143
C (-2.51787, 1.63593, 1.32553)  -0.672
N (-3.09279, 0.39048, 1.32868)  -0.444
N (-2.28788, -0.39414, 0.64835)  -0.577
H (1.14859, 1.57902, 0.10434)  0.229
H (1.82138, 0.35533, -0.96562)  0.368
H (0.59633, -1.50996, -1.77620)  0.330
H (-1.25728, -1.50377, -1.57218)  0.313
H (-0.15854, -2.39858, -0.60721)  0.329
H (-0.54322, 2.23816, 0.18993)  0.327
H (-2.94452, 2.42249, 1.79193)  0.498
H (1.27733, -1.33648, 1.05335)  -0.229
H (1.24836, -1.57006, 1.75498)  0.263



Run 4
A single C5H9N3 molecule. Source: the Open Molecules 2025 dataset; level of theory: ωB97M-V/def2-TZVPD.

## Properties
HOMO level ... -0.3304 Eh
M ... 111.15 g/mol
SMILES ... [H]/N=C(\C#C)NN(C)C
Gap between HOMO and LUMO ... 9.8 eV

Each line ends with the Mulliken charge.
Cartesian coordinates (Å):
H (-3.04042, -1.73996, 0.16026)  0.261
N (-1.98811, -1.73829, -0.24800)  -0.679
C (-1.51837, -0.58717, -0.35458)  0.062
C (-2.19203, 0.64666, -0.11150)  -0.224
C (-2.71812, 1.72308, 0.05928)  0.113
N (-0.16649, -0.59408, -0.66061)  -0.284
N (0.67553, 0.37972, -0.05523)  -0.074
C (1.34086, -0.31555, 1.07846)  -1.026
C (1.84193, 0.77283, -0.91834)  -0.643
H (-3.24272, 2.59398, 0.72235)  0.296
H (0.03312, -1.57207, -0.75829)  0.375
H (1.85055, 0.35095, 1.72641)  0.379
H (2.07395, -1.13212, 0.80659)  0.379
H (0.55292, -0.83529, 1.71411)  0.288
H (2.51300, -0.28831, -0.91099)  0.178
H (2.27977, 1.51019, -0.20505)  0.289
H (1.70462, 0.82542, -2.04487)  0.310



Sorted by energy, starting with the most stable: run 3, run 1, run 4, run 2.



Run 1
C3H2N2S2 as an isolated structure. Source: the Open Molecules 2025 dataset; level of theory: ωB97M-V/def2-TZVPD.

## Properties
HOMO level (spin up / spin down) ... -0.3715 / -0.3714 Eh
M ... 130.20 g/mol
Gap between HOMO and LUMO (spin up / spin down) ... 7.9 / 7.9 eV

Each line ends with the Mulliken charge.
Cartesian coordinates (Å):
C (1.04137, -1.81561, 0.17033)  0.159
C (-0.15892, -0.57016, 1.93480)  0.224
C (0.47316, -0.58958, 0.63817)  0.240
N (1.61009, -2.60602, -0.39766)  -0.325
N (-0.63603, -0.45351, 2.98932)  -0.341
S (1.48253, 0.82877, 0.32702)  -0.200
S (-1.49080, -0.89357, -0.68920)  -0.113
H (2.51546, 0.52019, -0.53693)  0.210
H (-1.47946, 0.11038, -1.51269)  0.144



Run 2
A single C3H2N2S2 molecule. Source: the Open Molecules 2025 dataset; level of theory: ωB97M-V/def2-TZVPD.

## Properties
HOMO level ... -0.3260 Eh
M ... 130.20 g/mol
Gap between HOMO and LUMO ... 8.5 eV

Each line ends with the Mulliken charge.
Cartesian coordinates (Å):
C (1.30420, -0.03822, 0.79011)  0.139
C (1.44846, 0.26138, -0.47419)  -0.391
C (-0.75309, -0.43527, -0.24152)  0.611
N (0.55963, -0.86901, -0.17637)  -0.402
N (-1.77799, -1.07054, 0.17051)  -0.437
S (-1.25437, 1.22331, -0.59141)  -0.149
S (-2.95425, 0.04230, -0.17699)  0.030
H (1.23029, 0.25425, 1.85661)  0.281
H (2.19712, 0.63179, -1.15674)  0.317



Sorted by energy, starting with the most stable: run 1, run 2.



Run 1
A single C3H7N molecule. Source: the Open Molecules 2025 dataset; level of theory: ωB97M-V/def2-TZVPD.

## Properties
HOMO level ... -0.3357 Eh
M ... 57.10 g/mol
SMILES ... C=CCN
Gap between HOMO and LUMO ... 10.4 eV

Each line ends with the Mulliken charge.
Cartesian coordinates (Å):
C (0.32755, -0.99669, 1.55865)  -0.716
C (0.26890, -0.67197, 0.23749)  -0.089
C (-0.62739, 0.38677, -0.25347)  -0.278
N (0.13198, 0.98191, -1.34812)  -0.559
H (1.06636, -1.69385, 1.95526)  0.267
H (-0.48689, -0.55585, 2.20783)  0.207
H (0.94515, -1.10749, -0.60467)  0.265
H (-1.60178, -0.01888, -0.63093)  0.236
H (-0.87840, 1.16431, 0.50359)  0.271
H (0.57957, 1.87693, -1.06345)  0.194
H (-0.36223, 1.15280, -2.18683)  0.202



Run 2
C3H7N as an isolated structure. Source: the Open Molecules 2025 dataset; level of theory: ωB97M-V/def2-TZVPD.

## Properties
HOMO level ... -0.3041 Eh
M ... 57.10 g/mol
Gap between HOMO and LUMO ... 9.1 eV

Each line ends with the Mulliken charge.
Cartesian coordinates (Å):
C (0.37122, -0.38023, -0.97072)  -0.320
C (-0.41804, 0.81388, -0.54957)  -0.717
C (0.21687, -0.31806, 0.51394)  0.462
N (1.12641, -0.19508, 1.41978)  -0.812
H (0.93376, 0.50710, 2.12869)  0.205
H (-0.91709, -1.29160, 0.80290)  0.141
H (1.37871, -0.20854, -1.32537)  0.234
H (-0.13210, -1.16874, -1.51604)  0.247
H (-1.46565, 0.88196, -0.81706)  0.296
H (0.09940, 1.76090, -0.49570)  0.254
H (-1.19350, -0.40159, 0.80915)  0.010



Sorted by energy, starting with the most stable: run 1, run 2.



Run 1
A single CH3NOS2 molecule. Source: the Open Molecules 2025 dataset; level of theory: ωB97M-V/def2-TZVPD.

## Properties
HOMO level ... -0.3322 Eh
M ... 109.18 g/mol
Gap between HOMO and LUMO ... 9.3 eV

Each line ends with the Mulliken charge.
Cartesian coordinates (Å):
C (-0.00553, 0.01761, -0.24657)  0.073
N (-1.14229, 0.18350, 0.15276)  -0.294
O (-3.48581, -0.10965, -0.78136)  -0.462
S (1.36218, -1.30590, -0.28074)  -0.182
S (-2.71167, -0.70112, 0.28978)  0.348
H (0.60913, 0.97551, -0.55845)  0.201
H (2.25103, -0.48392, -0.92907)  0.152
H (-3.03574, -0.19065, 1.70374)  0.163



Run 2
A single CH3NOS2 molecule. Source: the Open Molecules 2025 dataset; level of theory: ωB97M-V/def2-TZVPD.

## Properties
HOMO level (spin up / spin down) ... -0.2879 / -0.3397 Eh
M ... 109.18 g/mol
Gap between HOMO and LUMO (spin up / spin down) ... 7.1 / 8.9 eV

Each line ends with the Mulliken charge.
Cartesian coordinates (Å):
C (-0.52012, 1.41931, -0.26142)  -0.617
N (-0.38879, -1.91010, -0.13500)  -0.232
O (0.80483, -1.37893, -0.31091)  -0.119
S (1.19291, 1.58092, -0.14331)  0.022
S (1.62076, -0.28669, 0.54940)  0.069
H (-1.18387, 2.13513, -0.77978)  0.289
H (-1.05649, 0.70911, 0.23312)  0.370
H (-0.46923, -2.26876, 0.84790)  0.217



Sorted by energy, starting with the most stable: run 1, run 2.



Run 1
A single CH3NOS2 molecule. Source: the Open Molecules 2025 dataset; level of theory: ωB97M-V/def2-TZVPD.

## Properties
HOMO level ... -0.3546 Eh
M ... 109.18 g/mol
Gap between HOMO and LUMO ... 9.8 eV

Each line ends with the Mulliken charge.
Cartesian coordinates (Å):
C (0.02561, -0.06845, -0.72702)  -0.362
N (-0.20686, -0.94908, 0.25829)  -0.314
O (-0.56648, -3.13602, -1.23261)  -0.503
S (1.49380, -1.03175, -1.51612)  -0.157
S (0.46250, -2.47258, -0.39689)  0.445
H (-0.65788, -0.15712, -1.67303)  0.274
H (0.30438, 0.91175, -0.26409)  0.340
H (-1.10083, -0.94014, 0.78149)  0.278



Run 2
A 2-piece molecular cluster, CH3NOS2 overall. Source: the Open Molecules 2025 dataset; level of theory: ωB97M-V/def2-TZVPD.

## Properties
HOMO level (spin up / spin down) ... -0.3104 / -0.3111 Eh
M ... 109.18 g/mol
Gap between HOMO and LUMO (spin up / spin down) ... 7.8 / 7.8 eV

Each line ends with the Mulliken charge.
Cartesian coordinates (Å):
C (-1.45576, -0.00519, 0.02221)  -0.491
N (0.58373, 0.19099, -0.58138)  -0.231
O (2.59501, -1.32786, -0.03335)  -0.475
S (1.52153, 1.48715, -0.23860)  -0.057
S (1.66091, -0.40879, 0.59632)  0.492
H (-1.54447, 0.99089, -0.45360)  0.230
H (-1.62796, -0.99340, -0.46767)  0.274
H (-1.73301, 0.06621, 1.15606)  0.258



Sorted by energy, starting with the most stable: run 1, run 2.



Run 1
A single CH3NOS2 molecule. Source: the Open Molecules 2025 dataset; level of theory: ωB97M-V/def2-TZVPD.

## Properties
HOMO level ... -0.3186 Eh
M ... 109.18 g/mol
SMILES ... NC(=S)SO
Gap between HOMO and LUMO ... 8.9 eV

Each line ends with the Mulliken charge.
Cartesian coordinates (Å):
N (0.13855, 1.10010, -0.06333)  -0.354
C (-0.99066, 0.41780, -0.12943)  0.405
S (-2.41339, 0.92976, 0.25061)  -0.356
S (-0.56669, -1.60975, -0.24599)  0.066
O (1.12551, -1.62787, -0.28203)  -0.512
H (0.29728, 2.05616, 0.19543)  0.196
H (0.97257, 0.68085, -0.30024)  0.201
H (1.43683, -1.94705, 0.57497)  0.354



Run 2
A 2-piece molecular cluster, CH3NOS2 overall. Source: the Open Molecules 2025 dataset; level of theory: ωB97M-V/def2-TZVPD.

## Properties
HOMO level ... -0.3548 Eh
M ... 109.18 g/mol
Gap between HOMO and LUMO ... 8.3 eV

Each line ends with the Mulliken charge.
Cartesian coordinates (Å):
C (-0.23508, -0.89997, -0.05277)  -0.229
N (0.47907, 0.13177, -0.24827)  -0.351
O (3.64944, 1.88183, -0.05367)  -0.406
S (3.50473, -0.92845, 0.52525)  -0.184
S (3.16682, 0.61000, -0.60692)  0.526
H (-1.19968, -0.94643, 0.52985)  0.249
H (0.38601, -1.87140, -0.30225)  0.189
H (0.10057, 1.07213, -0.02722)  0.206



Sorted by energy, starting with the most stable: run 1, run 2.